P) Computed, not measured: a cluster of 2 separate species, C2H6S2 in total, with ωB97M-V with the def2-TZVPD basis set.

Each line ends with the Löwdin charge.
Element x y z (Å)
1 S 1.69605 -0.72947 -0.04257  0.202
2 S 0.94603 1.29476 0.06985  0.198
3 C -2.71804 0.01233 -0.34100  -0.114
4 C -2.85298 -1.20070 0.10061  -0.115
5 H -2.62776 -2.09671 -0.47259  0.046
6 H 0.47070 -1.32307 0.32652  -0.192
7 H 1.66842 1.84100 1.08440  -0.210
8 H -2.95105 -1.46597 1.16114  0.055
9 H -2.51398 0.30029 -1.43764  0.087
10 H -2.89350 0.83001 0.34404  0.043

For the orbital gap, the calculation gives 9.31 eV. As for the net charge: 0. The SMILES is C=C.SS.



Q) Computed, not measured: a cluster of 2 separate species, C2H6S2 in total, with ωB97M-V with the def2-TZVPD basis set.

Each line ends with the Löwdin charge.
Element x y z (Å)
1 S 0.00092 -0.60604 0.67430  0.215
2 S 0.31448 -2.62259 0.01133  0.223
3 C 0.28294 3.29896 -0.62729  -0.150
4 C -1.03939 3.40295 -0.63201  -0.148
5 H 0.89827 3.58242 0.29907  0.068
6 H 0.83393 3.23246 -1.66174  0.083
7 H -1.57104 3.26951 -1.66877  0.076
8 H -0.59634 -0.06310 -0.37519  -0.239
9 H -1.67921 3.78931 0.28950  0.088
10 H 1.60667 -2.36391 -0.29717  -0.216

For the orbital gap, the calculation gives 9.75 eV. As for the net charge: 0. The SMILES is C=C.SS.



R) Computed, not measured: a cluster of 2 separate species, C2H6S2 in total, with ωB97M-V with the def2-TZVPD basis set.

Each line ends with the Löwdin charge.
Element x y z (Å)
1 S -1.61741 -0.01482 2.49610  0.137
2 S -0.15846 1.20963 2.09461  0.059
3 C -0.09904 0.02759 -1.33317  -0.185
4 C 1.09534 0.05485 -0.48414  -0.077
5 H 0.12644 -0.72372 -1.99542  0.028
6 H 1.54388 -0.76621 -0.17027  0.000
7 H -1.07793 -1.32462 2.30427  -0.137
8 H -0.35802 0.99528 -1.85946  0.100
9 H -0.98488 -0.42195 -0.79070  0.077
10 H 1.53009 0.96396 -0.26181  -0.001

For the orbital gap (spin up / spin down), the calculation gives 6.13 / 9.15 eV. As for the net charge: 0.



The computed energies, referenced to the most stable structure and given in kJ/mol, are P) 0.0; Q) 28.2; R) 167.6.



P) Computed, not measured: a structure of composition C12H15Cl5N3ORhS, with ωB97M-V with the def2-TZVPD basis set.

Each line ends with the Löwdin charge.
Element x y z (Å)
1 Rh 0.44440 -0.78383 0.62632  0.981
2 Cl 3.11465 3.70772 1.64396  0.713
3 Cl 2.26996 2.82959 -3.62176  0.687
4 Cl 0.86540 0.16158 -2.97332  0.699
5 Cl 3.42988 4.61820 -1.35410  0.694
6 Cl 1.57847 0.98753 2.24285  0.761
7 S 4.14367 -2.54226 2.78444  0.515
8 O -1.25856 0.17603 0.70566  -0.368
9 N -0.67349 -2.23435 1.78841  -0.050
10 N 2.11651 -1.96213 0.96092  -0.088
11 N 0.00285 -1.97793 -0.89578  -0.083
12 C -1.41502 -3.00303 0.77516  -0.217
13 C 2.51611 2.74381 0.35846  -0.711
14 C -3.27565 0.78194 -0.39650  -0.064
15 C 1.49084 1.12366 -1.65996  -0.655
16 C 1.35703 0.69709 -0.34984  -0.324
17 C 1.87572 1.54789 0.61208  -0.670
18 C 2.12340 2.33012 -1.98192  -0.698
19 C -1.54353 2.51284 0.13936  -0.044
20 C 2.96902 -2.20478 1.73587  -1.000
21 C 2.64256 3.13980 -0.97332  -0.704
22 C -0.45701 -3.28723 -0.36860  -0.194
23 C -1.78445 1.06153 -0.25543  -0.566
24 H -1.31350 0.88904 -1.23561  0.096
25 H -0.48051 2.71509 0.26958  0.058
26 H -1.29608 -1.68522 2.37151  0.102
27 H -2.04694 2.72660 1.08475  0.086
28 H -0.07186 -2.81432 2.36363  0.105
29 H -3.44827 -0.25683 -0.68722  0.063
30 H -3.77618 0.95510 0.55835  0.081
31 H 0.42785 -3.80106 0.00660  0.112
32 H -1.84874 -3.92554 1.16476  0.120
33 H -1.92960 3.19529 -0.62119  0.084
34 H 0.83053 -2.07740 -1.47704  0.080
35 H -2.22668 -2.36251 0.42669  0.109
36 H -3.73352 1.42843 -1.14790  0.079
37 H -0.71027 -1.52243 -1.46136  0.086
38 H -0.90898 -3.88805 -1.15852  0.124

For the orbital gap, the calculation gives 7.76 eV. As for the net charge: 0.



Q) Computed, not measured: a structure of composition C12H15Cl5N3ORhS, with ωB97M-V with the def2-TZVPD basis set.

Each line ends with the Löwdin charge.
Element x y z (Å)
1 Rh -0.59503 -0.24233 0.35442  0.981
2 Cl 0.26752 4.83776 2.27037  0.694
3 Cl -4.07373 2.47820 4.43012  0.694
4 Cl -2.08389 4.85188 4.33573  0.697
5 Cl -3.67541 0.03026 2.52323  0.699
6 Cl 0.61736 2.32576 0.39083  0.719
7 S -3.31346 -3.75582 1.18879  0.591
8 O 1.03912 -0.97692 1.49551  -0.257
9 N -1.20435 0.82728 -1.78500  -0.036
10 N -1.81497 -1.85490 -0.14863  -0.078
11 N 0.81158 -1.05194 -1.42531  -0.026
12 C -0.72766 2.44828 1.47557  -0.708
13 C -2.62470 1.39368 2.41220  -0.709
14 C 0.49991 -2.49154 3.26952  -0.049
15 C -1.90097 3.53924 3.24738  -0.706
16 C 0.10557 -1.00908 -2.69335  -0.261
17 C -1.60609 1.37138 1.46604  -0.253
18 C -0.85138 3.53392 2.32954  -0.712
19 C -2.44588 -2.62468 0.48682  -1.005
20 C -2.79072 2.46745 3.28708  -0.705
21 C 0.49343 -1.04700 2.74108  -0.623
22 C -0.38494 0.42225 -2.92430  -0.245
23 C 1.17288 -0.08290 3.73196  -0.042
24 H 1.28908 0.89141 3.26371  0.059
25 H -0.94031 0.47110 -3.87140  0.119
26 H 0.72633 -1.33339 -3.54039  0.118
27 H 0.47564 1.09404 -2.98718  0.114
28 H -0.76128 -1.66828 -2.61386  0.103
29 H 1.52152 -2.78334 3.49939  0.074
30 H 2.15636 -0.46726 3.99227  0.076
31 H 1.04379 -1.99917 -1.14876  0.097
32 H 0.10722 -3.14918 2.49812  0.066
33 H -2.14060 0.43935 -1.86766  0.091
34 H 1.65708 -0.49073 -1.43575  0.098
35 H 0.57618 0.02717 4.63329  0.079
36 H -0.11572 -2.57871 4.15969  0.079
37 H -0.59279 -0.73771 2.66259  0.096
38 H -1.26024 1.83804 -1.70445  0.071

For the orbital gap (spin up / spin down), the calculation gives 6.67 / 7.17 eV. As for the net charge: 0.



The computed energies, referenced to the most stable structure and given in kJ/mol, are P) 0.0; Q) 269.7.